C43H77Br16Cl3N3OP2S | the ωB97M-V functional and the def2-TZVPD basis

Computed properties:
**Kohn-Sham gap**: 7.3 eV
**Highest occupied orbital energy**: -9.944 eV
**Net charge**: +1

Structure (XYZ):
```
146
Properties=species:S:1:pos:R:3:forces:R:3:lowdin_charge:R:1
C 0.3965 -2.3461 -1.3278 -0.230 -0.347 -0.202 0.135
C 0.6416 -1.5380 -0.4839 0.429 0.154 0.397 -0.225
C 0.8465 -0.6901 0.7368 -0.756 -1.035 -1.589 -0.287
C 1.2275 -1.7378 1.8359 0.068 0.558 0.243 -0.113
C 0.3439 -1.8988 3.0758 0.148 -0.578 0.330 -0.234
C -0.5685 -3.1365 3.0174 -0.155 0.697 -0.454 -0.585
Cl -0.1004 -4.3689 4.2005 0.013 -0.256 0.139 0.601
C -0.5777 -0.0295 0.8391 0.641 -0.029 -0.364 -0.246
C -1.7488 -0.8975 0.3982 -0.646 0.377 0.184 -0.103
C -3.0444 -0.5250 1.1334 0.142 -0.733 0.227 -0.392
O -2.8646 -0.8055 2.5308 0.677 -0.191 -0.092 -0.110
C -4.1882 -1.4110 0.6168 0.080 0.311 -0.097 -0.201
N -5.4731 -0.7475 0.4636 -0.035 -0.360 -0.184 0.001
C -0.4504 1.3579 0.1394 -1.057 0.210 1.691 -0.464
Cl -0.8920 2.4492 1.5754 0.379 0.192 -0.270 0.844
C -1.5197 1.8006 -0.8828 0.109 -0.163 -0.480 -0.156
C -2.0886 3.2102 -0.8688 0.678 0.034 -0.128 -0.235
C -1.3548 4.3521 -1.1633 0.143 0.163 -0.089 -0.067
C -1.9149 5.6126 -1.1594 0.026 0.106 -0.004 -0.064
C -3.2528 5.7736 -0.8501 0.186 -0.098 0.001 -0.096
C -3.9862 4.6431 -0.5682 -0.095 0.371 0.142 -0.104
C -3.4272 3.3728 -0.5769 -0.921 -0.196 0.029 -0.233
C -4.3354 2.2172 -0.2557 0.369 0.477 0.446 -0.124
N 1.0698 1.5049 -0.2482 0.515 2.647 0.455 -0.245
N 1.3956 2.8661 0.2001 0.131 0.011 -0.426 0.021
P 1.3456 1.8022 -2.1107 -0.867 -1.222 -1.736 0.472
S 0.8526 0.5127 -3.4126 0.023 0.039 0.137 0.277
C 1.9478 0.4003 0.3610 0.610 -1.771 1.018 -0.339
C 3.0334 0.8372 1.3921 -0.840 1.103 0.345 -0.215
C 2.8494 1.0737 2.9066 0.003 -0.010 0.280 -0.650
C 1.4891 1.3592 3.4828 0.156 0.135 0.364 -0.135
Cl 3.6406 -0.2592 3.8411 0.052 -0.183 -0.083 0.662
P 3.0622 -0.5512 -0.9292 -0.931 -0.204 -2.320 1.026
C 4.4024 0.4643 -1.6850 0.558 1.103 0.892 -0.417
C 5.1755 1.5594 -0.9244 0.180 -0.643 -0.182 -0.132
C 3.8342 -1.9694 -0.0688 0.311 0.239 0.908 -0.379
C 5.0535 -2.5138 -0.8042 -0.182 0.125 -0.257 -0.134
H 0.1943 -3.0795 -2.0666 -0.032 -0.031 -0.219 0.059
H 1.2649 -2.7088 1.3613 0.014 -0.135 -0.164 0.108
H 2.2536 -1.5499 2.1286 0.059 0.182 0.211 0.051
H -0.2666 -1.0462 3.3476 -0.029 0.209 -0.171 0.087
H 1.0081 -2.0639 3.9191 0.130 0.197 0.166 0.071
H -1.5942 -2.8453 3.1978 -0.185 -0.119 0.237 0.054
H -0.5374 -3.5834 2.0299 0.068 -0.275 -0.065 0.066
H -0.8446 0.1815 1.8603 0.497 -0.043 0.346 0.057
H -1.9510 -0.8485 -0.6665 0.246 -0.088 -0.227 0.124
H -1.5723 -1.9365 0.6525 0.214 -0.201 -0.038 0.126
H -3.3004 0.5260 1.0211 0.251 -0.320 -0.044 0.048
H -2.9913 0.0090 3.0269 -0.052 -0.029 0.028 -0.004
H -3.8867 -1.8561 -0.3280 -0.104 -0.019 -0.244 0.118
H -4.2638 -2.2413 1.3175 -0.022 -0.142 0.171 0.113
H -5.5359 0.1248 0.9661 -0.140 -0.204 -0.194 -0.050
H -5.7367 -0.6275 -0.4997 0.035 0.051 -0.070 0.049
H -2.3631 1.1781 -0.6137 0.212 -0.209 -0.124 0.067
H -1.2901 1.5165 -1.9098 0.258 -0.222 -0.039 0.080
H -0.3057 4.3094 -1.3764 0.358 -0.161 -0.018 0.062
H -1.3038 6.4716 -1.3863 0.112 0.107 -0.036 0.108
H -3.7057 6.7535 -0.8195 0.114 -0.224 -0.036 -0.021
H -5.0351 4.7561 -0.3410 -0.087 -0.067 0.167 0.070
H -4.1967 1.9431 0.7917 -0.094 0.210 -0.230 -0.018
H -5.3711 2.5136 -0.3679 -0.113 -0.027 -0.050 0.047
H -4.1173 1.3485 -0.8650 -0.302 -0.066 -0.039 0.009
H 1.8226 2.8601 1.1165 -0.196 -0.166 0.070 0.076
H 2.0142 3.3439 -0.4472 0.262 -0.213 0.033 0.072
H 0.6007 2.9574 -2.2864 -0.021 0.319 0.637 -0.014
H 2.6679 2.2614 -2.1193 0.048 -0.053 0.625 -0.004
H 3.9035 0.2067 1.2966 -0.034 -0.298 -0.053 0.056
H 3.3899 1.7893 1.0037 0.197 0.023 -0.107 0.084
H 3.4616 1.9265 3.1778 0.286 0.057 -0.094 0.097
H 0.7074 0.6912 3.1603 -0.097 -0.072 -0.194 0.036
H 1.2216 2.3926 3.2870 -0.211 0.096 -0.250 0.056
H 1.5536 1.2859 4.5633 0.002 -0.065 0.171 0.032
H 3.9781 0.9031 -2.5841 -0.161 -0.118 -0.197 -0.001
H 5.1401 -0.2315 -2.0736 -0.111 -0.447 0.068 0.061
H 4.5739 2.4432 -0.7304 -0.068 0.152 0.074 0.048
H 5.5548 1.1670 0.0141 0.033 0.111 0.226 0.068
H 6.0468 1.8535 -1.5030 0.029 0.227 -0.119 0.078
H 3.0827 -2.7506 -0.0252 -0.253 -0.012 -0.122 0.073
H 4.1119 -1.7862 0.9724 0.076 0.141 0.081 0.070
H 4.8154 -2.7709 -1.8333 -0.064 -0.084 -0.130 0.036
H 5.8751 -1.8064 -0.8306 0.183 0.057 0.169 0.067
H 5.3744 -3.4139 -0.2939 0.168 -0.150 0.026 0.083
Br -2.4114 2.1457 -6.8895 -0.014 0.136 0.044 0.612
C -0.9092 1.0057 -7.3378 -0.093 0.091 -0.071 -0.704
C -1.3378 -0.4346 -7.4243 0.150 -0.068 0.161 -0.675
Br -1.6800 -1.1307 -5.6391 -0.036 -0.154 -0.014 0.575
H -0.1673 1.1620 -6.5610 0.061 -0.048 -0.018 0.026
H -0.5198 1.3590 -8.2897 -0.055 -0.026 -0.037 0.062
H -0.5456 -1.0453 -7.8511 0.025 -0.019 0.059 0.061
H -2.2517 -0.5767 -7.9904 -0.014 0.074 -0.034 0.052
Br -6.3645 3.9136 -2.5259 -0.226 -0.040 -0.437 0.761
C -6.9801 2.2895 -3.4008 -0.151 0.156 0.115 -0.650
C -6.3016 1.0737 -2.8323 0.079 -0.137 -0.133 -0.666
Br -4.4693 0.9184 -3.4677 0.049 -0.089 -0.123 0.675
H -6.7939 2.4123 -4.4623 0.010 -0.028 -0.021 0.054
H -8.0514 2.2450 -3.2204 -0.010 -0.043 0.003 0.063
H -6.8016 0.1642 -3.1572 -0.030 0.019 -0.046 0.066
H -6.2582 1.0965 -1.7479 -0.064 0.023 -0.029 0.018
Br -4.9709 1.2075 2.9904 -0.693 0.964 0.897 0.899
C -5.9041 0.2570 4.4167 0.159 -0.168 0.085 -0.593
C -6.3429 -1.1080 3.9565 -0.234 -0.034 -0.128 -0.670
Br -7.8858 -0.9988 2.7825 -0.089 0.007 0.149 0.647
H -6.7339 0.8874 4.7165 -0.023 0.016 -0.044 0.055
H -5.1920 0.1799 5.2349 0.040 -0.011 -0.020 0.068
H -6.6594 -1.7074 4.8066 0.020 0.034 0.044 0.063
H -5.5676 -1.6348 3.4079 0.056 0.041 0.024 0.040
Br 3.1568 -7.8797 3.5262 -0.074 0.026 0.001 0.599
C 2.6362 -6.9903 5.1765 0.180 0.009 -0.135 -0.713
C 2.7614 -7.9038 6.3661 -0.186 -0.027 0.102 -0.704
Br 1.3100 -9.1931 6.4399 0.050 -0.021 -0.029 0.613
H 1.6245 -6.6285 5.0312 -0.035 -0.017 0.023 0.007
H 3.3132 -6.1443 5.2710 0.011 -0.004 0.052 0.055
H 2.6898 -7.3333 7.2892 0.010 0.036 -0.012 0.056
H 3.6859 -8.4709 6.3590 0.033 0.017 -0.020 0.049
Br -5.0263 8.7587 -0.3666 -0.256 0.300 0.062 0.695
C -5.3092 8.8795 1.5544 -0.056 0.091 -0.134 -0.670
C -4.0874 9.4023 2.2591 0.072 -0.123 0.145 -0.691
Br -2.7019 8.0414 2.3811 0.013 0.033 -0.061 0.611
H -5.5906 7.8876 1.8917 0.014 -0.012 0.036 0.052
H -6.1478 9.5593 1.6840 0.020 0.035 0.009 0.060
H -4.3265 9.6718 3.2849 -0.029 -0.012 0.005 0.060
H -3.6469 10.2537 1.7520 -0.020 0.022 -0.023 0.051
Br 1.4131 -0.3655 6.9950 -0.018 0.021 -0.002 0.629
C 3.2385 -0.7931 7.5154 -0.110 -0.123 -0.047 -0.700
C 3.4866 -0.4970 8.9696 0.131 0.156 0.037 -0.698
Br 3.6824 1.4098 9.2886 -0.057 -0.021 0.005 0.615
H 3.8899 -0.2273 6.8578 0.023 0.020 0.010 0.023
H 3.3543 -1.8560 7.3159 -0.005 -0.014 0.034 0.060
H 4.4236 -0.9455 9.2907 0.010 -0.025 -0.030 0.060
H 2.6805 -0.8416 9.6081 -0.020 -0.034 -0.011 0.051
Br 3.8547 0.3438 -5.7406 0.024 0.080 0.065 0.607
C 5.0480 -1.1890 -5.6345 -0.022 0.121 -0.121 -0.673
C 4.3237 -2.4646 -5.9583 -0.018 -0.193 0.143 -0.686
Br 3.1781 -3.0233 -4.4835 -0.035 0.051 -0.035 0.614
H 5.4621 -1.1936 -4.6315 0.018 -0.037 0.015 0.041
H 5.8409 -1.0012 -6.3543 -0.020 -0.033 -0.041 0.065
H 5.0331 -3.2747 -6.1030 0.089 -0.024 0.006 0.005
H 3.6862 -2.3775 -6.8314 0.013 0.044 -0.028 0.054
Br 7.0402 -5.5522 -5.8464 -0.071 0.083 0.013 0.616
C 5.7882 -6.3622 -7.0970 0.101 -0.089 0.154 -0.692
C 6.3132 -6.3318 -8.5058 -0.122 0.113 -0.129 -0.689
Br 6.1710 -4.5502 -9.2759 0.049 -0.001 0.027 0.604
H 4.8497 -5.8274 -6.9935 -0.032 -0.008 -0.025 0.043
H 5.6597 -7.3863 -6.7552 0.021 -0.022 -0.034 0.061
H 5.7170 -6.9761 -9.1473 -0.025 -0.009 0.019 0.061
H 7.3568 -6.6198 -8.5688 0.018 -0.012 0.025 0.052
```
Forces are in eV/Å.